(1)
{
  "formula": "C7H15NO4",
  "method": "ωB97M-V/def2-TZVPD",
  "elements": ["C", "C", "C", "C", "C", "C", "C", "H", "H", "H", "H", "H", "H", "H", "H", "H", "H", "H", "H", "H", "H", "H", "N", "O", "O", "O", "O"],
  "coordinates": [[-1.252, -1.835, 0.823], [0.562, -1.236, -0.872], [1.479, -0.666, -0.163], [1.530, 0.868, -0.270], [0.102, 1.356, 0.266], [-0.829, 0.426, -0.330], [-2.055, 1.056, 0.101], [-2.271, -1.664, 0.673], [-0.913, -2.900, 0.751], [-1.094, -1.427, 1.986], [0.465, -2.294, -0.486], [0.325, -1.081, -2.061], [1.229, -1.045, 0.794], [3.756, -1.399, 1.060], [1.621, 1.160, -1.412], [3.221, 0.624, 0.283], [0.164, 1.298, 1.415], [0.442, 3.286, 0.442], [-1.038, 0.557, -1.428], [-2.140, 2.066, -0.130], [-2.088, 0.757, 1.305], [-2.624, -0.332, -1.320], [-0.746, -1.061, -0.253], [2.846, -0.988, -0.573], [2.580, 1.558, 0.320], [-0.108, 2.576, -0.325], [-3.165, 0.341, -0.596]],
  "homo_energy_ev": -9.020,
  "charge": 0,
  "mol_weight_da": 177.20,
  "e_tot_ev": -17169.549,
  "relative_energy_kj_mol": 1180.0
}

***

(2)
{
  "formula": "C7H15NO4P2",
  "method": "ωB97M-V/def2-TZVPD",
  "elements": ["C", "C", "C", "N", "C", "C", "O", "P", "O", "P", "O", "C", "C", "O", "H", "H", "H", "H", "H", "H", "H", "H", "H", "H", "H", "H", "H", "H", "H"],
  "coordinates": [[1.167, 0.335, 1.919], [2.173, 0.531, 0.831], [2.573, 2.026, 0.626], [1.644, -0.080, -0.375], [2.298, -0.224, -1.435], [1.376, -1.008, -2.434], [0.385, -0.123, -2.907], [-0.928, 0.291, -2.103], [-1.517, -1.158, -1.434], [-1.329, -1.559, 0.239], [-1.813, -0.139, 0.988], [-3.147, 0.056, 0.953], [-3.868, -1.235, 0.416], [-2.796, -2.183, 0.346], [1.295, 0.874, 2.785], [0.293, 0.775, 1.506], [0.865, -0.704, 2.244], [3.116, 0.138, 1.056], [3.520, 2.175, 0.125], [2.632, 2.707, 1.517], [1.910, 2.392, -0.080], [3.318, -0.014, -1.808], [1.870, -1.437, -3.308], [0.962, -1.744, -1.728], [-0.287, 0.556, -0.900], [-3.439, 1.006, 0.411], [-3.399, 0.388, 2.001], [-4.608, -1.772, 1.005], [-4.267, -0.870, -0.455]],
  "homo_energy_ev": -8.465,
  "charge": 0,
  "smiles": "CC(C)/N=C/COPOP1OCCO1",
  "mol_weight_da": 239.15,
  "e_tot_ev": -35759.177,
  "relative_energy_kj_mol": 6.1
}

***

(3)
{
  "formula": "C7H15NOS3",
  "method": "ωB97M-V/def2-TZVPD",
  "elements": ["C", "C", "C", "C", "C", "C", "C", "H", "H", "H", "H", "H", "H", "H", "H", "H", "H", "H", "H", "H", "H", "H", "N", "O", "S", "S", "S"],
  "coordinates": [[-0.847, 2.317, 0.775], [-0.958, 1.611, -0.725], [-2.216, -0.294, -0.164], [-2.066, -1.243, 1.009], [-0.292, -0.486, -1.657], [2.965, -0.176, -0.121], [2.037, -1.058, 0.670], [-0.138, 1.543, 1.440], [-1.925, 2.450, 1.179], [-0.339, 3.433, 0.402], [-1.934, 2.047, -1.005], [-0.543, 2.059, -1.613], [-2.814, -0.815, -1.152], [-2.718, 0.569, 0.201], [-2.137, -2.682, 0.668], [-3.095, -1.066, 1.740], [-0.842, -0.800, 1.380], [3.552, 0.299, 0.703], [3.533, -0.590, -0.874], [1.830, -0.364, 1.620], [1.288, -1.435, 0.142], [2.829, -2.679, 0.552], [-0.987, 0.186, -0.819], [2.983, -2.018, 1.225], [-0.702, -2.117, -2.027], [1.267, 0.142, -2.444], [2.268, 1.168, -1.107]],
  "homo_energy_ev": -8.227,
  "charge": 0,
  "mol_weight_da": 225.40,
  "e_tot_ev": -43539.042,
  "relative_energy_kj_mol": 560.0
}